The following is a DFT calculation (ωB97M-V/def2-TZVPD) of a structure of composition C40H49IN6O2SSbSr.

Values from the calculation:
Highest occupied orbital energy = -5.10 eV
Net charge = -1
Spin multiplicity = 1
ΔE to the lowest compared entry with this formula, charge and spin = 31.1 kcal/mol
LUMO = 0.0690 hartree
Gap between HOMO and LUMO = 6.98 eV

Each line ends with the Löwdin charge.
Atoms and positions in Å:
Sr: -0.286 -0.126 0.262  1.24
O: 0.766 -2.151 0.707  -0.38
C: 0.953 -3.050 -0.226  -0.41
C: 0.796 -4.432 0.036  -0.03
C: 0.959 -5.374 -0.956  -0.10
C: 1.288 -5.003 -2.266  -0.12
C: 1.453 -3.664 -2.546  -0.05
C: 1.308 -2.694 -1.553  -0.14
C: 1.460 -1.264 -1.873  -0.18
N: 1.488 -0.744 -3.026  0.06
C: 1.405 0.710 -3.034  -0.23
C: -0.023 1.127 -3.363  -0.23
N: -0.986 0.568 -2.407  0.01
C: -2.182 0.503 -2.834  -0.12
C: -3.382 0.007 -2.138  -0.16
C: -4.613 0.242 -2.754  -0.07
C: -5.803 -0.200 -2.208  -0.12
C: -5.752 -0.934 -1.016  -0.10
C: -4.549 -1.198 -0.396  -0.02
C: -3.328 -0.718 -0.924  -0.39
O: -2.204 -0.941 -0.326  -0.34
H: 0.536 -4.729 1.046  0.10
H: 0.826 -6.423 -0.714  0.09
H: 1.403 -5.750 -3.041  0.09
H: 1.703 -3.328 -3.546  0.11
H: 1.553 -0.618 -0.992  0.06
H: 2.067 1.113 -3.803  0.11
H: 1.703 1.150 -2.070  0.10
H: -0.261 0.813 -4.384  0.11
H: -0.082 2.219 -3.315  0.07
H: -2.396 0.857 -3.853  0.12
H: -4.619 0.795 -3.688  0.10
H: -6.746 0.003 -2.696  0.09
H: -6.669 -1.309 -0.577  0.09
H: -4.500 -1.778 0.519  0.10
I: 0.852 4.780 -1.653  0.83
C: -1.155 4.516 -1.074  -0.79
C: -1.918 5.650 -0.827  -0.14
C: -3.236 5.459 -0.450  -0.07
C: -3.722 4.168 -0.335  -0.06
C: -2.865 3.118 -0.604  -0.13
N: -1.591 3.280 -0.978  0.03
H: -1.489 6.636 -0.922  0.08
H: -3.868 6.311 -0.233  0.11
H: -4.738 3.970 -0.023  0.11
H: -3.212 2.093 -0.523  0.10
N: -5.844 -2.579 5.134  0.15
C: -4.959 -2.128 4.559  -0.17
C: -3.838 -1.558 3.830  -0.22
C: -2.854 -2.384 3.307  0.00
C: -1.813 -1.791 2.617  -0.13
N: -1.713 -0.468 2.442  0.00
C: -2.663 0.316 2.955  -0.10
C: -3.749 -0.187 3.655  0.01
H: -2.898 -3.457 3.431  0.12
H: -1.023 -2.387 2.170  0.10
H: -2.548 1.384 2.803  0.08
H: -4.502 0.479 4.052  0.12
S: 0.445 2.388 1.656  0.39
C: -0.899 3.218 2.238  -0.91
N: -1.849 3.757 2.635  0.03
C: 3.718 2.408 3.606  -0.14
C: 4.337 1.040 3.315  -0.70
C: 5.018 1.103 1.944  -0.15
C: 5.415 0.779 4.367  -0.12
Sb: 2.678 -0.408 3.074  1.61
C: 3.718 -2.339 2.896  -0.70
C: 2.692 -3.456 3.111  -0.13
C: 4.921 -2.595 3.797  -0.12
C: 4.159 -2.409 1.429  -0.13
C: 1.755 -0.363 5.071  -0.71
C: 0.777 0.817 5.028  -0.15
C: 2.696 -0.194 6.259  -0.12
C: 0.930 -1.634 5.283  -0.13
H: 4.513 3.166 3.569  0.08
H: 3.276 2.452 4.603  0.06
H: 2.945 2.694 2.891  0.02
H: 5.708 1.957 1.921  0.08
H: 4.303 1.237 1.128  0.07
H: 5.604 0.207 1.735  0.06
H: 6.170 1.574 4.289  0.08
H: 5.930 -0.168 4.231  0.05
H: 5.027 0.806 5.382  0.05
H: 2.461 -3.605 4.164  0.05
H: 3.113 -4.397 2.732  0.09
H: 1.764 -3.265 2.568  0.04
H: 4.710 -2.420 4.854  0.07
H: 5.780 -1.986 3.515  0.06
H: 5.226 -3.645 3.691  0.08
H: 3.306 -2.340 0.753  0.05
H: 4.652 -3.373 1.247  0.09
H: 4.866 -1.624 1.161  0.05
H: 1.256 1.769 4.807  0.05
H: 0.282 0.903 6.005  0.09
H: 0.007 0.676 4.267  0.04
H: 3.117 0.811 6.297  0.06
H: 3.520 -0.910 6.260  0.06
H: 2.129 -0.340 7.189  0.08
H: 0.346 -1.914 4.403  0.06
H: 0.225 -1.465 6.108  0.08
H: 1.551 -2.485 5.559  0.06

Cartesian forces, eV/Å:
Sr 0.57 1.31 0.31
O 0.22 -0.70 -0.23
C -0.06 0.10 0.21
C 0.04 -0.02 -0.02
C 0.02 0.01 -0.04
C -0.04 0.01 0.12
C 0.05 0.00 -0.03
C 0.11 0.44 -0.21
C 0.08 -0.72 0.06
N -0.15 0.29 0.01
C 0.03 -0.21 -0.14
C -0.08 0.04 0.15
N 0.20 0.00 -0.02
C -0.36 -0.21 0.20
C 0.36 0.22 -0.42
C -0.12 0.02 -0.05
C 0.10 -0.03 0.07
C 0.07 0.01 -0.01
C -0.20 0.06 -0.05
C 0.41 -0.20 0.20
O -1.64 -0.54 -0.42
H -0.02 0.00 0.00
H 0.00 -0.01 -0.01
H 0.01 -0.02 0.00
H -0.01 -0.01 0.00
H 0.46 -0.05 -0.15
H 0.03 0.03 0.01
H -0.01 0.00 0.03
H -0.03 -0.02 0.00
H 0.02 0.01 0.02
H -0.02 -0.01 -0.02
H -0.03 -0.01 0.00
H -0.01 0.00 0.00
H -0.01 0.01 0.00
H -0.02 0.01 0.01
I 0.00 -0.04 0.00
C -0.01 0.01 0.03
C 0.01 -0.03 0.00
C 0.02 0.07 0.02
C 0.01 0.01 0.04
C 0.09 -0.18 -0.03
N -0.13 0.18 -0.02
H 0.00 0.00 0.01
H 0.00 0.00 -0.01
H 0.00 0.00 -0.01
H 0.03 0.00 -0.01
N -0.04 -0.02 0.03
C 0.34 0.17 -0.23
C -0.43 -0.22 0.27
C 0.09 -0.01 -0.01
C 0.00 0.07 0.02
N -0.25 -0.26 0.37
C 0.12 -0.02 -0.05
C 0.01 0.14 0.00
H 0.00 0.00 -0.01
H -0.02 0.00 -0.03
H -0.01 -0.01 0.01
H 0.01 0.00 -0.01
S -0.17 0.59 0.35
C 0.31 -0.35 -0.35
N -0.03 0.04 0.05
C 0.01 0.06 0.01
C 0.13 0.00 -0.04
C 0.01 0.09 -0.01
C 0.03 0.04 -0.04
Sb 0.00 0.21 -0.13
C 0.00 -0.15 0.00
C 0.02 -0.02 -0.03
C 0.01 -0.05 -0.02
C 0.03 -0.05 0.00
C -0.08 -0.06 0.09
C -0.07 -0.03 0.06
C -0.02 0.03 0.04
C -0.04 0.00 0.02
H -0.04 0.00 0.00
H 0.02 -0.01 0.02
H 0.01 -0.05 -0.02
H -0.01 -0.02 0.00
H -0.01 0.01 0.02
H 0.01 -0.01 0.02
H -0.02 -0.01 0.01
H 0.00 -0.01 -0.04
H -0.05 0.00 0.05
H 0.02 -0.01 0.06
H -0.02 0.01 -0.01
H 0.02 0.02 -0.02
H -0.03 0.01 0.00
H 0.00 0.01 -0.01
H 0.01 0.02 0.01
H -0.03 0.00 0.02
H -0.02 0.01 -0.01
H 0.04 0.01 0.02
H 0.04 0.01 0.01
H 0.00 0.01 -0.03
H 0.01 -0.02 0.00
H 0.03 0.02 -0.02
H -0.02 -0.03 -0.02
H 0.01 0.03 -0.01
H 0.01 0.03 -0.01
H 0.00 -0.01 -0.02
H 0.04 -0.02 0.02